DFT (wB97M-V/def2-TZVPD) results for a cluster of 2 separate species, C6H15P in total at a distorted geometry.

Geometry as ORCA input:
```
! wB97M-V def2-TZVPD RIJCOSX def2/J DEFGRID3
* xyz 0 1
C -2.6075 0.0971 0.9670
C -3.3717 -0.3966 -1.2873
C 3.4299 0.6198 -0.2343
C 0.7071 0.6123 -0.4250
C -3.3090 -0.6506 0.1652
C 1.9570 0.4448 0.4057
P 1.7613 -1.2522 1.2751
H -2.2023 1.0028 0.5759
H -0.1202 0.4807 0.2339
H -2.3650 -0.1225 2.0671
H -4.1147 -1.0075 -1.8242
H -2.3213 -0.5541 -1.7737
H -3.6858 0.6124 -1.5461
H 4.1636 0.3939 0.4990
H 3.4207 1.6292 -0.4701
H 3.6276 -0.0540 -0.9767
H 0.6070 1.6067 -0.8416
H 0.6779 -0.1050 -1.1369
H -3.8561 -1.6538 0.4171
H 1.9822 1.2628 1.2972
H 2.9430 -0.8901 2.1140
H 2.6764 -2.0760 0.4987
*
```

HOMO ... -0.341 Eh
SMILES ... CC(C)P.C=CC
Kohn-Sham gap ... 10.298 eV

---

DFT (wB97M-V/def2-TZVPD) results for a cluster of 2 separate species, C6H16 in total at a distorted geometry.

Geometry as ORCA input:
```
! wB97M-V def2-TZVPD RIJCOSX def2/J DEFGRID3
* xyz 0 1
C -0.9121 -1.5891 0.8653
C -0.6297 -1.0361 2.2779
C -2.3032 -1.5088 0.3027
H -0.2235 -1.1695 0.1072
H -0.4479 -2.5870 1.0005
H -1.5178 -0.9966 2.9089
H -3.1006 -1.9782 0.8821
H -2.5151 -0.4356 0.2312
H -0.2072 -0.0324 2.2084
H 0.0253 -1.7117 2.7948
H -2.4957 -1.9549 -0.6813
C 1.5447 1.5943 -1.7920
C 0.2497 0.7318 -1.5131
C 2.2171 1.9173 -0.4599
H 2.0509 0.9771 -2.5272
H 1.1163 2.5004 -2.2172
H -0.6279 1.1549 -1.0408
H 0.7474 0.0307 -0.8092
H 1.4519 2.1790 0.2908
H 2.7308 1.0915 0.0320
H 0.0830 -0.0293 -2.2626
H 2.7635 2.8520 -0.5982
*
```

HOMO ... -0.388 Eh
SMILES ... CCC.CCC
Kohn-Sham gap ... 11.675 eV

---

DFT (wB97M-V/def2-TZVPD) results for a cluster of 2 separate species, C6H16 in total at a distorted geometry.

Geometry as ORCA input:
```
! wB97M-V def2-TZVPD RIJCOSX def2/J DEFGRID3
* xyz 0 1
C -0.0383 2.8909 0.8202
C 0.3434 3.6821 -0.4753
H -1.0040 3.2430 1.1741
H -0.1752 1.8433 0.5650
H 0.6678 2.9986 1.6262
H 0.4862 3.0177 -1.3214
H 1.2463 4.2495 -0.2650
H -0.4493 4.3941 -0.6907
C -0.0952 -1.5606 0.1076
C 0.4948 -2.6994 0.9379
C 0.8398 -1.1337 -1.0172
C -1.4923 -1.9390 -0.3744
H -0.2097 -0.7444 0.8074
H 0.5202 -3.6089 0.3350
H -0.1135 -2.9235 1.8110
H 0.9681 -1.9662 -1.6965
H 0.4500 -0.3065 -1.6019
H 1.7524 -0.7664 -0.5401
H -1.9015 -2.7769 0.1993
H -2.2443 -1.1507 -0.2847
H -1.5461 -2.2634 -1.4104
H 1.5003 -2.4796 1.2940
*
```

HOMO ... -0.409 Eh
SMILES ... CC(C)C.CC
Kohn-Sham gap ... 12.172 eV

---

DFT (wB97M-V/def2-TZVPD) results for a cluster of 2 separate species, C6H16 in total at a distorted geometry.

Geometry as ORCA input:
```
! wB97M-V def2-TZVPD RIJCOSX def2/J DEFGRID3
* xyz 0 1
C -0.0969 -0.7520 -2.0683
C 1.2180 -0.6492 -1.2943
C -0.4893 0.5898 -2.7012
H 0.0585 -1.4433 -2.8980
H -0.9363 -1.1087 -1.4748
H 2.0394 -0.5054 -1.9928
H -0.7681 1.3279 -1.9437
H 0.3219 0.9804 -3.3063
H 1.3625 -1.5295 -0.6745
H 1.1753 0.2219 -0.6378
H -1.3451 0.4755 -3.3672
C -0.5506 -0.3082 2.0178
C -1.1713 1.0583 1.7727
C 0.9585 -0.2865 2.3065
H -1.0794 -0.7966 2.8389
H -0.7405 -0.9939 1.1895
H -1.4549 1.3247 0.7612
H 1.3716 0.6383 1.8840
H 1.2417 -0.2553 3.3569
H -0.4845 1.8424 2.0890
H -2.0787 1.2719 2.3506
H 1.4483 -1.1025 1.7918
*
```

HOMO ... -0.411 Eh
SMILES ... CCC.CCC
Kohn-Sham gap ... 12.369 eV

---

DFT (wB97M-V/def2-TZVPD) results for a cluster of 2 separate species, C6H16 in total at a distorted geometry.

Geometry as ORCA input:
```
! wB97M-V def2-TZVPD RIJCOSX def2/J DEFGRID3
* xyz 0 1
C 0.0935 -0.9635 0.6223
C 1.5208 -0.8704 -0.0069
C -0.8003 -1.8935 -0.1921
C 0.3018 -1.3993 2.0734
H -0.2286 0.0771 0.5597
H 1.4866 -1.1184 -1.0714
H 2.1697 -1.6361 0.4298
H -0.8787 -2.8835 0.2684
H -1.8245 -1.5220 -0.2214
H -0.4264 -2.0949 -1.1960
H -0.5888 -1.2187 2.6795
H 0.6833 -2.4175 2.1063
H 1.0327 -0.7185 2.5224
H 1.9937 0.0979 0.1084
C -1.2782 2.1580 -1.3947
C 0.1121 2.5056 -0.7712
H -1.9757 2.9852 -1.3282
H -1.0021 1.8459 -2.3989
H -1.6774 1.2815 -0.8849
H 0.1376 2.3356 0.3062
H 0.3199 3.5668 -0.9125
H 0.8291 1.8826 -1.2985
*
```

HOMO ... -0.406 Eh
SMILES ... CC(C)C.CC
Kohn-Sham gap ... 12.116 eV

---

DFT (wB97M-V/def2-TZVPD) results for a cluster of 2 separate species, C6H16 in total at a distorted geometry.

Geometry as ORCA input:
```
! wB97M-V def2-TZVPD RIJCOSX def2/J DEFGRID3
* xyz 0 1
C -0.4623 -0.9469 -1.7860
C 0.9291 -1.2572 -1.2204
C -0.5009 0.2076 -2.7942
H -0.9760 -1.8185 -2.1940
H -1.0882 -0.6611 -0.9398
H 1.6202 -1.3104 -2.0620
H -0.7962 -0.1024 -3.7915
H -1.2178 0.9711 -2.4782
H 0.9154 -2.1963 -0.6697
H 1.1761 -0.4318 -0.5581
H 0.4224 0.7910 -2.8151
C -0.2513 0.0776 1.9242
C -1.0369 1.3488 1.6893
C 1.2236 0.3714 2.2711
H -0.7440 -0.7501 2.4419
H -0.2450 -0.4512 0.9652
H -2.1158 1.2451 1.5495
H 1.7942 0.2818 1.3884
H 1.4181 1.2096 2.9227
H -0.6138 1.9276 0.8648
H -0.9940 2.0437 2.5294
H 1.5431 -0.5494 2.7625
*
```

HOMO ... -0.397 Eh
SMILES ... CCC.CCC
Kohn-Sham gap ... 11.938 eV

---

DFT (wB97M-V/def2-TZVPD) results for a cluster of 2 separate species, C6H16 in total at a distorted geometry.

Geometry as ORCA input:
```
! wB97M-V def2-TZVPD RIJCOSX def2/J DEFGRID3
* xyz 0 1
C 0.4681 -1.6262 -1.5560
C 1.8143 -2.2752 -1.1001
C -0.5366 -1.7250 -0.3638
C 0.8029 -0.1255 -1.9508
H 0.0538 -2.1194 -2.4188
H 2.3955 -2.7907 -1.8441
H -0.9180 -2.7419 -0.4882
H -0.1144 -1.5030 0.6035
H -1.4206 -1.0020 -0.5595
H 1.7258 -0.1141 -2.5515
H -0.0510 0.3191 -2.4955
H 0.9400 0.4889 -1.0383
H 1.7280 -3.1386 -0.3811
H 2.4473 -1.4554 -0.7662
C -0.5227 2.7851 1.8706
C -1.8795 2.2507 2.3653
H -0.6600 3.6923 1.2808
H 0.3904 2.9330 2.5196
H -0.0835 2.0861 1.1331
H -1.8180 1.8385 3.4516
H -2.0544 1.2800 1.8957
H -2.7075 2.9432 2.3940
*
```

HOMO ... -0.409 Eh
SMILES ... CC(C)C.CC
Kohn-Sham gap ... 12.168 eV

---

DFT (wB97M-V/def2-TZVPD) results for a cluster of 2 separate species, C6H16 in total at a distorted geometry.

Geometry as ORCA input:
```
! wB97M-V def2-TZVPD RIJCOSX def2/J DEFGRID3
* xyz 0 1
C 0.2751 3.1496 -1.8720
C 0.0734 1.6755 -2.2164
H 0.8445 3.1464 -0.9742
H 1.1007 3.5348 -2.4245
H -0.6755 3.6809 -2.0205
H -0.8189 1.7615 -2.9229
H 0.8302 1.2765 -2.8753
H -0.0999 0.9531 -1.4716
C 0.2960 -1.2601 0.8598
C 0.2819 -0.1691 1.9619
C 0.1859 -2.6227 1.5816
C -0.9377 -1.0399 -0.0395
H 1.1203 -1.2644 0.2404
H -0.1079 0.7742 1.4068
H -0.5889 -2.6879 2.2219
H -0.3337 -3.1367 0.6979
H 0.9588 -3.3520 1.8109
H -1.6791 -0.6760 0.7736
H -0.8887 -0.2636 -0.8792
H -1.4976 -1.8971 -0.4644
H 1.1853 0.1998 2.4648
H -0.3968 -0.4494 2.7638
*
```

HOMO ... -0.392 Eh
SMILES ... CC(C)C.CC
Kohn-Sham gap ... 11.739 eV

---

DFT (wB97M-V/def2-TZVPD) results for a cluster of 2 separate species, C6H16 in total at a distorted geometry.

Geometry as ORCA input:
```
! wB97M-V def2-TZVPD RIJCOSX def2/J DEFGRID3
* xyz 0 1
C 0.7329 -0.9194 0.8193
C 1.4854 -2.1041 0.3116
C -0.7585 -1.2129 1.3163
C 1.4131 0.0532 1.7522
H 0.6030 -0.3691 -0.0978
H 1.7319 -2.8702 1.0905
H -0.8043 -1.7300 2.2608
H -1.2837 -0.2815 1.5428
H -1.2716 -1.7964 0.6104
H 2.2652 0.4633 1.2051
H 0.7753 0.8739 1.9240
H 2.4326 -1.9124 -0.1555
H 0.8507 -2.5593 -0.4245
H 1.8127 -0.3030 2.6933
C -1.1705 1.9939 -1.1205
C -1.4287 1.7718 -2.5772
H -0.0812 2.0588 -1.0506
H -1.6550 2.7025 -0.5228
H -1.2498 1.0889 -0.5367
H -1.5632 2.6847 -3.1404
H -0.5325 1.2185 -3.1079
H -2.3037 1.1488 -2.7923
*
```

HOMO ... -0.400 Eh
SMILES ... CC(C)C.CC
Kohn-Sham gap ... 11.856 eV

---

DFT (wB97M-V/def2-TZVPD) results for a cluster of 2 separate species, C6H16BNO3PS in total.

Geometry as ORCA input:
```
! wB97M-V def2-TZVPD RIJCOSX def2/J DEFGRID3
* xyz -1 1
C -3.0508 0.5268 2.9442
C -2.2058 -0.6058 2.3573
C -2.0156 -0.5182 0.8201
B -1.5902 0.9258 0.3872
O -0.2543 1.2888 0.3776
O -2.5074 1.9450 0.0932
P -0.7130 -0.7694 3.1932
S -0.6974 -1.2349 5.1296
H -3.4807 0.2376 3.9071
H -3.8838 0.7651 2.2732
H -2.5171 1.4823 3.1149
H -2.9437 -0.8439 0.3228
H -1.2354 -1.2329 0.5265
H -0.0406 1.8861 -0.3480
H -3.1479 1.7077 -0.5772
H 0.1739 0.3551 3.0728
H 0.0346 -1.6858 2.4174
C 2.2338 0.9743 -3.1394
O 1.8361 1.9532 -2.5367
N 2.4910 -0.2221 -2.5781
C 2.9341 -1.3532 -3.3562
C 2.2916 -0.3757 -1.1432
H 2.4179 0.9863 -4.2286
H 2.2251 -2.1813 -3.2863
H 3.9100 -1.7093 -3.0171
H 3.0194 -1.0606 -4.4026
H 1.2656 -0.1300 -0.8714
H 2.9454 0.2948 -0.5852
H 2.5054 -1.4057 -0.8668
*
```

HOMO ... -0.089 Eh
Kohn-Sham gap ... 4.868 eV